Molecular formula: C3H16NO3S
Method: DFT, wB97M-V/def2-TZVPD

Each atom is followed by the atoms it is bonded to, with distances in Å.
Element x y z (Å)
1 C 0.853 2.637 2.329  C2 1.579, H6 1.107, H7 1.122, H8 1.070
2 C 0.356 1.660 1.193  C1 1.579, C3 1.531, N5 1.492, H9 1.117
3 C 1.445 0.646 0.835  C2 1.531, S4 1.923, H10 1.063, H11 1.054
4 S 1.217 -0.019 -0.955  C3 1.923
5 N -0.831 1.043 1.852  C2 1.492, H14 1.013, H15 1.012
6 H 0.106 3.398 2.625  C1 1.107
7 H 1.822 3.084 1.983  C1 1.122
8 H 1.011 1.987 3.163  C1 1.070
9 H 0.055 2.241 0.287  C2 1.117
10 H 2.432 1.041 0.861  C3 1.063
11 H 1.448 -0.173 1.497  C3 1.054
12 H 0.006 -1.305 -5.605  H13 0.771
13 H 0.239 -1.074 -4.908  H12 0.771
14 H -1.032 0.212 1.310  N5 1.013
15 H -1.472 1.682 1.399  N5 1.012
16 H -1.170 -3.453 -0.846  O18 0.958
17 H -1.695 -3.908 -2.190  O18 0.962
18 O -1.688 -3.153 -1.594  H16 0.958, H17 0.962
19 H -2.220 0.684 -1.705  O21 1.000
20 H -1.175 -0.165 -1.298  O21 0.947
21 O -2.045 0.025 -0.973  H19 1.000, H20 0.947
22 H 1.151 -2.950 0.639  O24 0.946
23 H 0.787 -1.693 -0.261  O24 1.053
24 O 0.399 -2.448 0.362  H22 0.946, H23 1.053

Calculated values
Relative energy (zero: lowest compared OMol25 entry of this formula, charge and spin): 194.5 kcal per mole
LUMO energy: -10.070 eV
Net charge: +1
HOMO-LUMO gap: 3.952 eV


Molecular formula: C3H16NO4
Method: DFT, wB97M-V/def2-TZVPD

Each atom is followed by the atoms it is bonded to, with distances in Å.
Element x y z (Å)
1 C -0.670 -3.166 -1.566  C2 1.503, H5 1.083, H6 1.093, H7 1.085
2 C -1.702 -2.103 -1.315  C1 1.503, N4 1.478, H8 1.075, H9 1.081
3 C -2.067 -1.064 0.871  N4 1.262, H10 1.083, H11 1.066
4 N -1.363 -1.245 -0.160  C2 1.478, C3 1.262, H12 1.026
5 H 0.163 -2.866 -2.189  C1 1.083
6 H -0.374 -3.669 -0.641  C1 1.093
7 H -1.151 -3.986 -2.088  C1 1.085
8 H -1.833 -1.412 -2.127  C2 1.075
9 H -2.718 -2.444 -1.168  C2 1.081
10 H -1.779 -0.369 1.650  C3 1.083
11 H -2.968 -1.610 1.037  C3 1.066
12 H -0.457 -0.768 -0.213  N4 1.026
13 H 0.426 6.693 -0.124  O15 0.960
14 H 1.595 6.853 -1.123  O15 0.962
15 O 1.268 6.318 -0.394  H13 0.960, H14 0.962
16 H 0.642 0.222 2.190  O18 0.963
17 H 1.265 -0.308 3.526  O18 0.960
18 O 0.991 -0.555 2.640  H16 0.963, H17 0.960
19 H 1.812 -1.220 0.102  O21 0.968
20 H 2.729 -0.663 -1.011  O21 0.964
21 O 1.824 -0.934 -0.823  H19 0.968, H20 0.964
22 H 1.145 0.701 -0.158  O24 0.976
23 H 0.618 2.101 0.149  O24 0.967
24 O 0.429 1.168 0.312  H22 0.976, H23 0.967

Calculated values
Relative energy (zero: lowest compared OMol25 entry of this formula, charge and spin): 23.9 kcal per mole
LUMO energy: -4.295 eV
Net charge: +1
HOMO-LUMO gap: 9.295 eV


Molecular formula: C3H16NO7
Method: DFT, wB97M-V/def2-TZVPD

Each atom is followed by the atoms it is bonded to, with distances in Å.
Element x y z (Å)
1 O 3.310 -1.471 0.429  C2 1.171
2 C 2.277 -0.920 0.433  O1 1.171, O3 1.373, C4 1.527
3 O 1.925 -0.400 1.654  C2 1.373, H8 0.995
4 C 1.061 -0.871 -0.490  C2 1.527, C5 1.580, N7 1.537, H9 1.132
5 C 1.450 0.187 -1.598  C4 1.580, O6 1.561, H10 1.128, H11 1.033
6 O 0.636 -0.273 -2.848  C5 1.561, H12 0.990
7 N -0.231 -0.327 0.139  C4 1.537, H13 1.029, H14 0.984, H15 1.014
8 H 2.504 -0.716 2.399  O3 0.995
9 H 0.820 -1.759 -1.150  C4 1.132
10 H 2.545 -0.068 -1.696  C5 1.128
11 H 1.539 1.207 -1.463  C5 1.033
12 H 0.627 0.520 -3.440  O6 0.990
13 H -0.972 -0.861 -0.336  N7 1.029
14 H -0.261 -0.368 1.121  N7 0.984
15 H -0.317 0.675 0.006  N7 1.014
16 H 0.999 1.667 3.264  O18 0.990
17 H 0.743 2.849 2.214  O18 0.945
18 O 1.196 2.034 2.366  H16 0.990, H17 0.945
19 H -3.384 0.776 -1.754  O21 0.932
20 H -2.960 2.051 -1.004  O21 0.960
21 O -2.689 1.171 -1.274  H19 0.932, H20 0.960
22 H -2.345 -0.928 -2.054  O24 0.836
23 H -1.894 -2.235 -2.478  O24 1.001
24 O -2.068 -1.632 -1.698  H22 0.836, H23 1.001
25 H -1.797 0.539 2.778  O27 0.979
26 H -1.430 -0.550 3.707  O27 0.981
27 O -1.284 -0.295 2.771  H25 0.979, H26 0.981

Calculated values
LUMO energy (alpha / beta): -8.765 / -14.042 eV
Net charge: +2
HOMO-LUMO gap (alpha / beta): 9.564 / 4.276 eV
Multiplicity: 2
<S²>: 0.7588


Molecular formula: C3H16O4
Method: DFT, wB97M-V/def2-TZVPD

Each atom is followed by the atoms it is bonded to, with distances in Å.
Element x y z (Å)
1 C 2.646 0.526 1.486  C2 1.529, H4 1.090, H5 1.090, H6 1.086
2 C 1.237 0.180 1.965  C1 1.529, C3 1.541, H7 1.089, H8 1.089
3 C 1.076 -1.308 2.330  C2 1.541, H9 1.096, H10 1.097, H11 1.072
4 H 3.359 0.694 2.294  C1 1.090
5 H 2.671 1.408 0.845  C1 1.090
6 H 2.992 -0.309 0.883  C1 1.086
7 H 0.501 0.349 1.180  C2 1.089
8 H 0.969 0.779 2.834  C2 1.089
9 H 0.030 -1.512 2.586  C3 1.096
10 H 1.037 -1.936 1.431  C3 1.097
11 H 1.811 -1.657 3.029  C3 1.072
12 O 3.842 -2.283 2.111  H13 0.958, H14 0.958
13 H 4.210 -3.168 2.105  O12 0.958
14 H 4.379 -1.643 2.578  O12 0.958
15 O 0.531 -4.385 -5.036  H16 0.964, H17 0.964
16 H 0.193 -4.708 -4.193  O15 0.964
17 H 0.877 -3.526 -4.766  O15 0.964
18 O -4.721 3.768 -2.449  H19 0.979, H20 0.956
19 H -4.547 3.598 -1.500  O18 0.979
20 H -4.319 3.076 -2.973  O18 0.956
21 O -3.987 3.489 0.108  H22 0.963, H23 0.964
22 H -4.166 2.795 0.751  O21 0.963
23 H -4.560 4.224 0.355  O21 0.964

Calculated values
Relative energy (zero: lowest compared OMol25 entry of this formula, charge and spin): 22.8 kcal per mole
LUMO energy: 0.554 eV
HOMO-LUMO gap: 11.244 eV


Molecular formula: C3H16O5
Method: DFT, wB97M-V/def2-TZVPD

Each atom is followed by the atoms it is bonded to, with distances in Å.
Element x y z (Å)
1 C 0.865 0.750 1.971  O2 1.351, C3 1.531, H5 1.135, H6 1.161
2 O 2.121 1.246 1.923  C1 1.351, H7 0.904
3 C -0.260 1.744 1.672  C1 1.531, C4 1.574, H8 1.077, H9 1.068
4 C -1.555 1.165 2.355  C3 1.574, H10 1.010, H11 1.085, H12 1.137
5 H 0.711 -0.051 1.181  C1 1.135
6 H 0.818 0.297 3.039  C1 1.161
7 H 2.265 1.787 2.633  O2 0.904
8 H -0.034 2.733 2.033  C3 1.077
9 H -0.447 1.823 0.623  C3 1.068
10 H -1.366 1.153 3.347  C4 1.010
11 H -2.357 1.849 2.098  C4 1.085
12 H -1.727 0.120 1.941  C4 1.137
13 H 1.788 3.161 -2.624  O15 0.986
14 H 2.208 1.822 -2.458  O15 0.970
15 O 1.562 2.285 -3.014  H13 0.986, H14 0.970
16 H 0.854 -3.378 -2.135  O18 0.924
17 H 1.611 -2.183 -2.755  O18 1.003
18 O 0.785 -2.465 -2.261  H16 0.924, H17 1.003
19 H -1.576 -2.716 -1.923  O21 0.921
20 H -2.004 -1.285 -2.161  O21 0.966
21 O -2.319 -2.171 -1.941  H19 0.921, H20 0.966
22 H -0.757 -1.512 -0.276  O24 0.892
23 H -2.044 -2.245 0.175  O24 1.007
24 O -1.180 -1.810 0.451  H22 0.892, H23 1.007

Calculated values
Relative energy (zero: lowest compared OMol25 entry of this formula, charge and spin): 26.3 kcal per mole
LUMO energy (alpha / beta): -3.585 / -10.017 eV
Net charge: +1
HOMO-LUMO gap (alpha / beta): 10.437 / 4.000 eV
Multiplicity: 2
<S²>: 0.7543


Molecular formula: C3H16O6
Method: DFT, wB97M-V/def2-TZVPD

Each atom is followed by the atoms it is bonded to, with distances in Å.
Element x y z (Å)
1 C -0.042 -0.830 1.987  C2 1.325, H5 1.081, H6 1.083
2 C -0.681 -0.681 0.836  C1 1.325, C3 1.496, O4 1.382
3 C -2.090 -1.093 0.550  C2 1.496, H7 1.088, H8 1.089, H9 1.092
4 O 0.007 -0.152 -0.241  C2 1.382, H10 0.999
5 H -0.505 -1.304 2.841  C1 1.081
6 H 0.980 -0.509 2.147  C1 1.083
7 H -2.637 -1.284 1.471  C3 1.088
8 H -2.611 -0.310 0.002  C3 1.089
9 H -2.082 -2.011 -0.041  C3 1.092
10 H -0.615 0.309 -0.872  O4 0.999
11 O 3.241 -2.003 0.452  H12 0.962, H13 0.973
12 H 2.473 -1.543 0.803  O11 0.962
13 H 3.005 -2.112 -0.486  O11 0.973
14 O 1.461 -1.955 -1.852  H15 0.960, H16 0.975
15 H 0.939 -2.744 -2.013  O14 0.960
16 H 0.919 -1.338 -1.326  O14 0.975
17 O -1.638 1.341 -1.658  H18 0.962, H19 0.978
18 H -1.458 1.440 -2.598  O17 0.962
19 H -1.377 2.172 -1.214  O17 0.978
20 O 1.330 1.746 0.358  H21 0.959, H22 0.970
21 H 1.953 1.607 1.074  O20 0.959
22 H 0.850 0.916 0.212  O20 0.970
23 O -0.608 3.469 -0.526  H24 0.979, H25 0.965
24 H 0.190 3.023 -0.174  O23 0.979
25 H -1.004 3.847 0.268  O23 0.965

Calculated values
Relative energy (zero: lowest compared OMol25 entry of this formula, charge and spin): 0.0 kcal per mole
LUMO energy: 0.426 eV
HOMO-LUMO gap: 10.151 eV


Molecular formula: C3H17N2O3
Method: DFT, wB97M-V/def2-TZVPD

Each atom is followed by the atoms it is bonded to, with distances in Å.
Element x y z (Å)
1 C -1.829 0.635 0.125  C2 1.558, N5 1.617, H6 1.123, H7 1.165
2 C -1.279 0.280 -1.289  C1 1.558, C3 1.571, H8 1.104, H9 1.069
3 C -0.296 1.246 -2.043  C2 1.571, N4 1.570, H10 1.058, H11 1.110
4 N 0.982 1.215 -1.131  C3 1.570, H12 1.033, H14 0.978
5 N -0.549 1.192 0.940  C1 1.617, H13 1.090, H15 1.054, H16 1.167
6 H -2.412 -0.144 0.687  C1 1.123
7 H -2.637 1.452 -0.066  C1 1.165
8 H -0.771 -0.679 -1.085  C2 1.104
9 H -2.033 -0.065 -1.964  C2 1.069
10 H -0.114 0.897 -3.025  C3 1.058
11 H -0.750 2.258 -2.005  C3 1.110
12 H 1.470 0.321 -1.303  N4 1.033
13 H -0.263 0.492 1.726  N5 1.090
14 H 1.572 1.972 -1.318  N4 0.978
15 H -0.940 2.120 1.250  N5 1.054
16 H 0.385 1.147 0.242  N5 1.167
17 H 1.283 -2.056 1.043  O19 1.047
18 H 2.565 -1.913 2.060  O19 0.968
19 O 1.622 -1.713 1.972  H17 1.047, H18 0.968
20 H -0.402 -1.295 3.668  O22 1.040
21 H -1.639 -0.287 3.654  O22 1.000
22 O -0.716 -0.381 3.283  H20 1.040, H21 1.000
23 H 1.852 -2.346 -2.518  O25 0.951
24 H 2.864 -2.025 -1.316  O25 0.924
25 O 2.032 -2.324 -1.584  H23 0.951, H24 0.924

Calculated values
Relative energy (zero: lowest compared OMol25 entry of this formula, charge and spin): 55.7 kcal per mole
LUMO energy: -2.617 eV
Net charge: +1
HOMO-LUMO gap: 11.614 eV


Molecular formula: C3H17N2O3
Method: DFT, wB97M-V/def2-TZVPD

Each atom is followed by the atoms it is bonded to, with distances in Å.
Element x y z (Å)
1 N -0.809 -0.045 -0.124  C2 1.515, H6 1.033, H7 1.030, H8 1.015
2 C 0.492 -0.257 -0.872  N1 1.515, C3 1.538, C4 1.534, H9 1.094
3 C 0.272 -1.428 -1.844  C2 1.538, H10 1.092, H11 1.094, H12 1.088
4 C 1.648 -0.445 0.118  C2 1.534, N5 1.452, H13 1.087, H14 1.098
5 N 1.255 -1.205 1.291  C4 1.452, H15 1.011, H16 1.011
6 H -0.865 0.926 0.221  N1 1.033
7 H -0.907 -0.656 0.700  N1 1.030
8 H -1.610 -0.139 -0.741  N1 1.015
9 H 0.726 0.533 -1.593  C2 1.094
10 H 0.109 -2.381 -1.337  C3 1.092
11 H 1.123 -1.379 -2.530  C3 1.094
12 H -0.619 -1.213 -2.429  C3 1.088
13 H 2.449 -0.941 -0.425  C4 1.087
14 H 2.117 0.469 0.507  C4 1.098
15 H 1.577 -2.162 1.350  N5 1.011
16 H 1.539 -0.821 2.183  N5 1.011
17 H -2.268 2.830 0.382  O19 0.964
18 H -1.573 2.695 -0.960  O19 0.961
19 O -1.973 2.173 -0.259  H17 0.964, H18 0.961
20 H 0.921 4.016 1.125  O22 0.954
21 H -0.598 4.267 0.685  O22 0.950
22 O 0.216 3.808 0.515  H20 0.954, H21 0.950
23 H -1.435 -3.481 0.890  O25 0.954
24 H -0.506 -2.532 1.852  O25 0.957
25 O -1.279 -2.632 1.296  H23 0.954, H24 0.957

Calculated values
Relative energy (zero: lowest compared OMol25 entry of this formula, charge and spin): 31.9 kcal per mole
LUMO energy: -2.791 eV
Net charge: +1
HOMO-LUMO gap: 10.824 eV